Entry 1:
# C45H62BClF9NO8

A 6-piece molecular cluster, C45H62BClF9NO8 overall at a distorted geometry (the ωB97M-V functional and the def2-TZVPD basis, the OMol25 dataset).

Element x y z (Å)
1 C 4.275 1.057 2.079
2 C 3.649 0.594 0.649
3 Cl 4.523 1.656 -0.611
4 C 3.925 -0.985 0.353
5 C 2.776 -1.906 1.011
6 C 3.061 -2.764 2.293
7 C 4.537 -2.760 2.927
8 C 5.595 -3.606 2.016
9 C 5.013 -5.041 1.574
10 F 4.157 -4.945 0.418
11 F 4.347 -5.576 2.717
12 C 6.158 -6.100 1.172
13 F 6.486 -5.820 -0.202
14 F 7.377 -5.907 1.895
15 C 5.739 -7.639 1.324
16 F 6.801 -8.398 0.715
17 F 5.715 -8.088 2.686
18 C 4.400 -8.067 0.554
19 F 4.298 -7.587 -0.764
20 F 4.438 -9.498 0.450
21 F 3.204 -7.761 1.228
22 C 1.977 -3.628 2.989
23 C 0.575 -3.664 2.347
24 C 0.210 -2.870 1.040
25 C 1.322 -1.988 0.406
26 B 1.065 -1.128 -0.951
27 O 0.525 0.208 -0.859
28 N 1.425 -1.679 -2.296
29 C 2.135 -3.015 -2.171
30 C 2.438 -0.755 -2.949
31 C -1.283 -3.072 0.491
32 O -1.991 -2.213 -0.145
33 C -1.940 -4.518 0.779
34 C -2.921 -5.229 -0.184
35 C -3.481 -6.657 0.156
36 C -3.077 -7.427 1.468
37 C -2.100 -6.717 2.436
38 C -1.564 -5.314 2.088
39 C -0.528 -4.588 3.076
40 O -0.533 -4.744 4.323
41 H 5.382 1.364 1.960
42 H 4.164 0.227 2.875
43 H 3.664 1.946 2.497
44 H 2.537 0.848 0.636
45 H 4.963 -1.190 0.809
46 H 3.991 -1.154 -0.779
47 H 4.547 -3.169 4.004
48 H 4.995 -1.703 2.997
49 H 6.539 -3.694 2.671
50 H 5.900 -3.057 1.064
51 H 2.197 -4.218 3.938
52 H -0.236 0.273 -1.478
53 H 2.522 -3.329 -3.214
54 H 1.388 -3.762 -1.735
55 H 3.076 -2.954 -1.508
56 H 3.396 -1.334 -3.198
57 H 2.045 -0.310 -3.926
58 H 2.751 0.119 -2.277
59 H -3.243 -4.763 -1.175
60 H -4.193 -7.228 -0.538
61 H -3.474 -8.480 1.695
62 H -1.781 -7.278 3.386
63 C -3.367 -0.740 2.549
64 C -3.899 0.663 2.362
65 C -3.149 1.430 3.433
66 O -1.884 0.776 3.599
67 C -1.925 -0.482 2.912
68 H -3.473 -1.375 1.669
69 H -3.884 -1.223 3.385
70 H -3.621 1.037 1.370
71 H -4.984 0.739 2.462
72 H -3.676 1.392 4.393
73 H -2.989 2.477 3.165
74 H -1.303 -0.397 2.014
75 H -1.510 -1.264 3.552
76 C -4.658 0.496 -2.137
77 C -4.593 2.004 -2.245
78 C -3.133 2.277 -1.942
79 O -2.398 1.136 -2.401
80 C -3.315 0.083 -2.705
81 H -5.501 0.052 -2.671
82 H -4.727 0.202 -1.085
83 H -4.828 2.314 -3.269
84 H -5.273 2.523 -1.567
85 H -2.963 2.376 -0.865
86 H -2.761 3.178 -2.437
87 H -3.362 -0.021 -3.795
88 H -2.947 -0.854 -2.282
89 C 2.232 5.045 -0.485
90 C 2.344 6.354 -1.234
91 C 2.646 5.886 -2.645
92 O 2.008 4.611 -2.803
93 C 1.578 4.148 -1.515
94 H 1.660 5.117 0.442
95 H 3.232 4.669 -0.243
96 H 1.382 6.878 -1.212
97 H 3.107 7.026 -0.836
98 H 3.721 5.744 -2.795
99 H 2.276 6.578 -3.405
100 H 0.485 4.231 -1.478
101 H 1.851 3.098 -1.392
102 C -0.752 5.839 4.228
103 C -1.678 5.188 3.225
104 C -0.882 5.302 1.940
105 O 0.505 5.257 2.305
106 C 0.611 5.401 3.729
107 H -0.943 5.541 5.260
108 H -0.842 6.928 4.163
109 H -1.821 4.133 3.484
110 H -2.660 5.660 3.162
111 H -1.067 6.259 1.442
112 H -1.103 4.495 1.237
113 H 0.891 4.427 4.144
114 H 1.397 6.121 3.968
115 C -6.121 4.172 -6.549
116 C -4.712 4.535 -6.141
117 C -4.933 5.788 -5.317
118 O -6.227 5.660 -4.709
119 C -6.914 4.559 -5.318
120 H -6.243 3.123 -6.822
121 H -6.430 4.786 -7.401
122 H -4.293 3.742 -5.511
123 H -4.037 4.693 -6.984
124 H -4.947 6.682 -5.948
125 H -4.174 5.920 -4.542
126 H -6.943 3.739 -4.591
127 H -7.940 4.851 -5.555

Properties
**E_HOMO**: -9.0 eV
**SMILES**: C[C@@H](Cl)Cc1c(CCC(F)(F)C(F)(F)C(F)(F)C(F)(F)F)cc2c(c1B(O)N(C)C)C(=O)c1ccccc1C2=O.C1CCOC1.C1CCOC1.C1CCOC1.C1CCOC1.C1CCOC1
**Calculated total energy**: -3792.0359 Ha
**Kohn-Sham gap**: 7.54 eV
**LUMO**: -1.4 eV

---

Entry 2:
# C38H47F18N4O12

A 7-piece molecular cluster, C38H47F18N4O12 overall at a distorted geometry (the ωB97M-V functional and the def2-TZVPD basis, the OMol25 dataset).

Element x y z (Å)
1 C 3.681 -1.030 -0.523
2 C 2.647 -1.840 -1.196
3 C 1.422 -0.978 -1.839
4 C 2.096 0.441 -2.266
5 N 2.843 0.464 -3.497
6 C 3.367 1.835 -3.615
7 C 2.844 2.599 -2.351
8 C 3.103 4.110 -1.896
9 C 3.121 5.367 -2.807
10 C 3.433 6.737 -2.203
11 N 3.725 7.144 -0.864
12 C 3.652 5.968 -0.056
13 C 3.382 4.507 -0.410
14 N 2.036 1.690 -1.508
15 N 1.395 1.962 -0.318
16 C 0.057 1.903 -0.437
17 C -0.713 2.149 -1.853
18 C -0.936 1.623 0.838
19 H 3.652 -0.857 0.610
20 H 4.486 -0.532 -1.194
21 H 2.707 -2.985 -1.234
22 H 0.922 -1.506 -2.721
23 H 0.698 -0.783 -0.953
24 H 3.019 -0.282 -4.185
25 H 4.039 2.251 -4.444
26 H 2.902 5.265 -3.927
27 H 3.425 7.619 -2.957
28 H 3.834 6.175 1.072
29 H 3.395 3.701 0.404
30 H -0.600 1.232 -2.556
31 H -1.818 2.395 -1.672
32 H -0.151 3.033 -2.349
33 H -0.351 1.473 1.822
34 H -1.657 2.516 1.013
35 H -1.555 0.660 0.684
36 C 1.976 3.345 3.389
37 C 1.129 4.599 3.481
38 O 1.092 5.088 4.829
39 C 2.155 5.826 5.221
40 O 3.099 6.080 4.515
41 C 1.963 6.322 6.652
42 F 1.513 5.355 7.480
43 F 1.062 7.330 6.717
44 F 3.099 6.790 7.200
45 H 1.626 2.589 4.098
46 H 1.939 2.928 2.379
47 H 3.019 3.550 3.640
48 H 0.098 4.366 3.202
49 H 1.481 5.375 2.796
50 C 2.771 -6.108 3.906
51 C 2.097 -4.769 3.677
52 O 2.034 -4.466 2.273
53 C 1.026 -5.045 1.587
54 O 0.206 -5.780 2.076
55 C 1.049 -4.599 0.127
56 F 2.292 -4.630 -0.408
57 F 0.605 -3.330 -0.025
58 F 0.279 -5.364 -0.669
59 H 3.755 -6.129 3.429
60 H 2.892 -6.302 4.974
61 H 2.189 -6.923 3.470
62 H 2.687 -3.977 4.144
63 H 1.101 -4.737 4.127
64 C -2.378 -3.903 0.817
65 C -2.513 -3.030 -0.415
66 O -3.659 -3.415 -1.188
67 C -4.848 -2.930 -0.765
68 O -4.985 -2.217 0.198
69 C -5.970 -3.373 -1.701
70 F -5.888 -4.682 -2.024
71 F -5.950 -2.689 -2.868
72 F -7.194 -3.188 -1.171
73 H -2.358 -4.960 0.539
74 H -1.463 -3.664 1.362
75 H -3.226 -3.769 1.492
76 H -1.640 -3.166 -1.058
77 H -2.559 -1.968 -0.154
78 C -1.985 7.038 6.131
79 C -2.125 7.892 4.887
80 O -3.270 7.489 4.119
81 C -4.462 7.972 4.533
82 O -4.606 8.697 5.485
83 C -5.580 7.507 3.602
84 F -5.488 6.193 3.298
85 F -5.563 8.173 2.426
86 F -6.806 7.691 4.127
87 H -1.960 5.976 5.867
88 H -1.074 7.289 6.671
89 H -2.835 7.177 6.803
90 H -1.251 7.752 4.246
91 H -2.176 8.957 5.132
92 C 0.229 -9.335 -3.035
93 C 0.165 -9.988 -1.668
94 O 1.423 -10.595 -1.337
95 C 2.372 -9.766 -0.851
96 O 2.219 -8.580 -0.691
97 C 3.634 -10.548 -0.495
98 F 3.984 -11.431 -1.455
99 F 3.480 -11.260 0.643
100 F 4.704 -9.750 -0.304
101 H 0.557 -10.055 -3.790
102 H -0.750 -8.944 -3.322
103 H 0.947 -8.512 -3.047
104 H -0.578 -10.789 -1.679
105 H -0.139 -9.277 -0.895
106 C -3.976 1.216 -7.712
107 C -4.052 0.556 -6.350
108 O -2.799 -0.066 -6.015
109 C -1.846 0.750 -5.521
110 O -1.986 1.936 -5.353
111 C -0.594 -0.047 -5.164
112 F -0.246 -0.928 -6.125
113 F -0.759 -0.768 -4.030
114 F 0.488 0.739 -4.963
115 H -3.650 0.497 -8.469
116 H -4.949 1.618 -8.001
117 H -3.249 2.033 -7.716
118 H -4.801 -0.238 -6.369
119 H -4.353 1.265 -5.574

Properties
**E_HOMO**: -10.6 eV
**Calculated total energy**: -4395.1080 Ha
**Kohn-Sham gap**: 6.81 eV
**LUMO**: -3.8 eV
**Charge**: +1